Entry from the Open Molecules 2025 dataset: CH4N2OS in the gas phase (ωB97M-V/def2-TZVPD).

XYZ file:
```
9
Properties=species:S:1:pos:R:3:nbo_charge:R:1
C 1.39961 0.10716 0.03685 -0.3381
N -0.96495 -0.19663 0.03086 -0.6415
N 0.23747 -0.80546 -0.14684 -0.4416
O 3.93622 0.52090 -0.28356 -0.9224
S 2.96870 -0.53782 -0.05530 1.0667
H 1.21313 1.13885 -0.28297 0.2193
H -0.80974 0.81031 0.45108 0.3388
H -1.43667 -0.00079 -0.90411 0.3479
H 0.37181 -1.68674 0.32073 0.3710
```

Results
E_tot   -623.3256 Eh
HOMO (spin up / spin down)   -8.20 / -8.20 eV
Orbital gap (spin up / spin down)   7.91 / 7.91 eV
ΔE to the lowest compared entry with this formula, charge and spin   3.6351 eV

=====

Entry from the Open Molecules 2025 dataset: a molecular structure, C53H51GeIrN4O4P2 (ωB97M-V/def2-TZVPD).

XYZ file:
```
116
Properties=species:S:1:pos:R:3:lowdin_charge:R:1
Ir 0.45631 0.46685 -0.06368 1.0145
C 3.41161 -0.71155 -1.04108 -0.1080
N 2.10311 -1.03595 -0.48648 -0.5164
P 0.92291 -2.25135 -1.02698 1.0831
C 1.75571 -3.63325 -1.88618 -0.3567
C 0.85731 -4.66615 -2.16268 -0.1078
C 1.25401 -5.78665 -2.86298 -0.0584
C 2.57331 -5.91255 -3.26668 -0.0531
C 3.47891 -4.90855 -2.96958 -0.0545
C 3.07991 -3.77175 -2.28648 -0.0856
C 0.25781 -1.27515 -2.50438 -0.3630
C 1.11161 -1.38755 -3.72118 -0.0564
C 0.67131 -1.01155 -4.91618 -0.0028
C -1.02669 0.92305 -4.63808 -0.2199
C -1.94649 0.93925 -3.48138 0.0746
C -1.51459 0.08545 -2.38458 -0.2123
P 1.68461 -1.24095 1.21952 0.9786
C 2.62271 -2.74925 1.62642 -0.3381
C 4.01291 -2.65575 1.66442 -0.0890
C 4.76171 -3.80265 1.85742 -0.0456
C 4.12961 -5.02195 2.04662 -0.0426
C 2.74641 -5.10395 2.03612 -0.0429
C 1.98691 -3.96745 1.80962 -0.0774
C 2.51871 0.01625 2.21872 -0.3492
C 2.77301 -0.34135 3.54222 -0.0867
C 3.29261 0.59105 4.41732 -0.0466
C 3.54251 1.88505 3.98742 -0.0328
C 3.23681 2.26085 2.68802 -0.0522
C 2.70741 1.33475 1.80742 -0.1135
H 4.17321 -1.42285 -0.70888 0.0733
H 3.71871 0.28305 -0.71468 0.0853
H 3.36131 -0.71085 -2.13058 0.0832
H -0.15669 -4.58745 -1.79328 0.0860
H 0.54211 -6.56435 -3.09198 0.1131
H 2.89631 -6.79305 -3.79838 0.1152
H 4.50681 -5.00315 -3.28258 0.1148
H 3.81621 -3.01615 -2.07128 0.0857
H 2.11481 -1.76765 -3.61028 0.0960
H 1.29181 -1.10315 -5.79228 0.1259
H -1.40629 1.50415 -5.47418 0.1511
H -2.62319 1.76035 -3.33538 0.1148
H -2.10519 0.19115 -1.47958 0.1114
H 4.50921 -1.69855 1.56722 0.1137
H 5.84001 -3.74205 1.86802 0.1190
H 4.72071 -5.90835 2.21752 0.1182
H 2.25881 -6.05135 2.20432 0.1172
H 0.90791 -4.01055 1.80182 0.1063
H 2.55231 -1.34675 3.87252 0.1204
H 3.50701 0.30385 5.43312 0.1196
H 3.96061 2.60525 4.67062 0.1194
H 3.40401 3.27595 2.36492 0.1045
H 2.45821 1.64685 0.79272 0.0712
C -1.85809 0.45175 5.75192 -0.0550
C -0.59299 0.61525 5.21102 -0.0629
C -0.42839 1.32475 4.03392 -0.1128
C -1.53489 1.85805 3.38662 -0.2804
C -2.80139 1.69815 3.93582 -0.1035
C -2.96109 0.99415 5.11542 -0.0595
Ge -1.35879 3.09955 1.85212 1.1797
C 0.18431 4.34175 1.99262 -0.2761
C 0.88661 4.77015 0.87242 -0.1102
C 1.98251 5.60275 1.01002 -0.0713
C 2.37931 6.02275 2.26922 -0.0718
C 1.66671 5.62345 3.38782 -0.0719
C 0.57731 4.78035 3.25342 -0.1071
C -3.08439 3.67545 1.05602 -0.2992
C -3.29709 5.00065 0.70662 -0.0953
C -4.46239 5.36695 0.05512 -0.0569
C -5.41889 4.41255 -0.24368 -0.0584
C -5.20609 3.08615 0.09592 -0.0712
C -4.04009 2.71495 0.73992 -0.1267
H -1.98489 -0.08425 6.67942 0.1136
H 0.26721 0.19685 5.71052 0.1058
H 0.56221 1.48175 3.62972 0.0783
H -3.65759 2.14855 3.45302 0.0936
H -3.94559 0.88345 5.54122 0.1129
H 0.57161 4.45615 -0.11398 0.0883
H 2.52551 5.92535 0.13482 0.1119
H 3.24281 6.65975 2.37842 0.1138
H 1.96011 5.97245 4.36552 0.1131
H 0.02601 4.46345 4.12982 0.1062
H -2.54709 5.74155 0.94992 0.1079
H -4.61519 6.39635 -0.22648 0.1144
H -6.32949 4.70285 -0.74318 0.1131
H -5.94959 2.34175 -0.14568 0.1057
H -3.86069 1.67865 1.00202 0.0971
C -4.15269 -1.83915 -3.30058 0.0017
N -3.58039 -2.30245 -2.02448 -0.1393
C -4.11219 -1.51425 -0.89398 0.0127
C -2.08099 -2.43975 -2.02248 -0.0578
C -1.30839 -1.40285 -2.83528 -0.3272
C -1.48659 -1.54185 -4.28288 0.0331
C -0.75549 -0.55065 -5.10758 -0.2207
C 0.20581 1.60045 -4.08068 -0.0036
C 0.69921 1.22535 -2.90088 -0.0919
C 0.01431 0.20495 -2.08068 -0.3438
H -5.23819 -1.80055 -3.22478 0.1134
H -3.88569 -2.51745 -4.10718 0.1102
H -3.77919 -0.84305 -3.54118 0.0857
H -3.92949 -3.25265 -1.86678 0.1915
H -3.92329 -0.45495 -1.03658 0.0951
H -3.64389 -1.84585 0.03342 0.0821
H -5.18779 -1.65835 -0.81668 0.1156
H -1.84559 -3.42205 -2.43878 0.1335
H -1.77069 -2.41665 -0.97478 0.0838
H -1.62199 -2.52285 -4.70198 0.1194
H -1.02449 -0.63465 -6.16038 0.1538
H 0.65471 2.39255 -4.66068 0.1273
H 1.64071 1.63345 -2.55638 0.1079
O -1.61019 3.44045 -1.77058 0.2157
C -1.17949 2.81825 -0.89888 -0.4900
N -0.73989 2.18875 0.03122 -0.0856
O -1.99329 -2.42285 1.21982 0.0154
N -1.25129 -1.52875 1.58982 -0.5814
O -0.34679 -1.71345 2.40132 -0.0642
O -1.37469 -0.39505 1.04992 -0.1621
```

Results
E_tot   -5433.2674 Eh
HOMO (spin up / spin down)   -11.08 / -11.08 eV
Orbital gap (spin up / spin down)   4.32 / 4.32 eV
ΔE to the lowest compared entry with this formula, charge and spin   7.7965 eV
Total charge   +2

=====

Entry from the Open Molecules 2025 dataset: a molecular structure, C58H45FGeP3RhSTe (ωB97M-V/def2-TZVPD).

XYZ file:
```
111
Properties=species:S:1:pos:R:3:lowdin_charge:R:1
Rh 0.22078 -0.10321 -0.15087 0.2071
F 2.90619 0.31899 3.22788 -0.2901
Ge 2.03911 -0.10104 1.71051 0.8404
C 0.54432 1.14881 2.18967 -0.2681
C 1.00696 2.36167 2.74302 -0.1032
C 0.17351 3.15070 3.51727 -0.0658
C -1.14933 2.76349 3.74283 -0.1009
C -1.65435 1.63210 3.13169 -0.1326
C -0.81547 0.81487 2.35591 -0.3864
P -1.42045 -0.59479 1.36428 0.9991
C -3.01868 -0.01269 0.73402 -0.3530
C -3.04488 0.59148 -0.52747 -0.1873
C -4.23249 1.09754 -1.04795 -0.0917
C -5.39932 1.00924 -0.30068 -0.0567
C -5.38070 0.41154 0.95464 -0.0450
C -4.19981 -0.10920 1.46802 -0.0721
C -1.78525 -1.95839 2.46821 -0.3614
C -1.32268 -1.98737 3.77916 -0.0734
C -1.65821 -3.05745 4.59938 -0.0585
C -2.44159 -4.09210 4.11033 -0.0550
C -2.88993 -4.07318 2.79334 -0.0552
C -2.56241 -3.00882 1.97134 -0.0935
C 1.77230 -1.95771 2.17595 -0.2717
C 2.18892 -2.36463 3.44598 -0.0730
C 1.90101 -3.64597 3.89956 -0.0522
C 1.17064 -4.51671 3.10920 -0.0528
C 0.76492 -4.13023 1.83826 -0.0790
C 1.08479 -2.86489 1.35721 -0.3810
P 0.77887 -2.30261 -0.33979 0.9898
C -0.56322 -3.27349 -1.10699 -0.3258
C -0.56937 -4.67279 -1.15396 -0.0859
C -1.58867 -5.36211 -1.79206 -0.0526
C -2.61935 -4.66669 -2.40976 -0.0597
C -2.61864 -3.28016 -2.39016 -0.0672
C -1.59730 -2.59294 -1.74613 -0.1247
C 2.30086 -2.80961 -1.18404 -0.3145
C 2.75035 -4.13159 -1.10844 -0.0732
C 3.89468 -4.51958 -1.78290 -0.0546
C 4.61372 -3.59045 -2.52795 -0.0566
C 4.19327 -2.27239 -2.57966 -0.0522
C 3.03917 -1.88583 -1.90652 -0.0868
C 3.39778 0.82281 0.63320 -0.2571
C 4.69125 0.83121 1.16818 -0.0740
C 5.65865 1.69972 0.68558 -0.0396
C 5.34804 2.61479 -0.31347 -0.0514
C 4.08317 2.60586 -0.87277 -0.1027
C 3.12359 1.68465 -0.43923 -0.3891
P 1.57309 1.47012 -1.33038 1.0131
C 1.98934 0.93488 -3.02997 -0.3926
C 3.23246 1.10469 -3.63277 -0.0760
C 3.45650 0.63105 -4.92003 -0.0583
C 2.44530 -0.01488 -5.61592 -0.0522
C 1.20138 -0.18902 -5.02233 -0.0548
C 0.97995 0.28130 -3.73742 -0.1318
C 0.84139 3.11805 -1.57088 -0.3682
C 0.13202 3.43003 -2.72847 -0.0587
C -0.52236 4.65210 -2.84824 -0.0555
C -0.50009 5.56381 -1.80048 -0.1016
C 0.20320 5.26128 -0.63274 -0.1853
C 0.88518 4.04260 -0.52458 -0.2050
H 2.04975 2.63728 2.63089 0.1116
H 0.55910 4.04948 3.98396 0.1191
H -1.78502 3.36000 4.38591 0.1170
H -2.69226 1.35799 3.28389 0.1104
H -2.13238 0.64231 -1.11695 0.0645
H -4.24786 1.53556 -2.03859 0.1128
H -6.32970 1.39060 -0.70210 0.1165
H -6.29208 0.34327 1.53456 0.1177
H -4.20281 -0.60051 2.43411 0.1177
H -0.71714 -1.17925 4.17089 0.1134
H -1.30628 -3.07811 5.62288 0.1177
H -2.70766 -4.91835 4.75740 0.1154
H -3.49804 -4.88293 2.41159 0.1146
H -2.91575 -2.99324 0.94448 0.1087
H 2.73071 -1.67475 4.07622 0.1018
H 2.23246 -3.95530 4.88306 0.1167
H 0.91417 -5.50275 3.47625 0.1185
H 0.19137 -4.82144 1.24179 0.0899
H 0.22969 -5.24717 -0.71232 0.0822
H -1.57121 -6.44429 -1.81478 0.1161
H -3.41013 -5.20630 -2.91434 0.1143
H -3.41194 -2.73076 -2.88099 0.1094
H -1.59573 -1.51153 -1.74481 0.0522
H 2.22881 -4.85901 -0.50088 0.0931
H 4.23443 -5.54527 -1.72209 0.1145
H 5.50772 -3.89797 -3.05534 0.1140
H 4.76062 -1.54045 -3.14070 0.1048
H 2.71769 -0.86286 -1.94064 0.0372
H 4.93148 0.18640 2.00241 0.1090
H 6.65151 1.68944 1.11698 0.1181
H 6.09079 3.32245 -0.65857 0.1167
H 3.84584 3.30886 -1.66487 0.1148
H 4.04380 1.58262 -3.10188 0.0960
H 4.42786 0.76726 -5.37816 0.1167
H 2.62725 -0.38912 -6.61497 0.1156
H 0.41144 -0.70452 -5.55334 0.1134
H 0.01248 0.11657 -3.27025 0.0879
H 0.09564 2.72453 -3.54959 0.1097
H -1.05415 4.88876 -3.76138 0.1246
H -1.00847 6.51535 -1.89457 0.1250
H 0.24894 5.97760 0.17929 0.1229
H 1.43561 3.81232 0.38064 0.1042
Te -1.83980 3.60002 0.34411 1.5764
C -3.42083 4.78928 0.26579 -1.0042
C -3.99968 5.50048 1.32668 -0.1837
C -5.08749 6.27338 0.91830 -0.1345
C -5.32452 6.15599 -0.43932 -0.3518
S -4.24848 5.11595 -1.21136 0.9912
H -3.63572 5.44305 2.34378 0.1131
H -5.67531 6.89967 1.57348 0.1233
H -6.10082 6.65250 -1.00613 0.0920
```

Results
E_tot   -6214.3462 Eh
HOMO (spin up / spin down)   -12.67 / -12.67 eV
Orbital gap (spin up / spin down)   5.11 / 5.11 eV
Total charge   +2

=====

Entry from the Open Molecules 2025 dataset: a gas-phase ion, C8H6BrN4O (charge +1) (ωB97M-V/def2-TZVPD).

XYZ file:
```
20
Properties=species:S:1:pos:R:3:nbo_charge:R:1
C -0.16494 4.40476 -0.69410 -0.1485
C -0.01536 3.09773 -0.90984 0.0008
N -0.55151 2.23077 -1.91793 -0.3488
C -0.37158 1.02854 -1.51494 0.5473
N -0.67595 -0.11494 -2.06680 -0.3752
C -0.70592 -1.09106 -1.28574 0.1676
C -0.28723 -1.13990 0.10432 0.1301
N -0.51587 -2.28359 0.70655 -0.4657
C 0.22563 -3.28532 0.93114 0.4700
O 1.42586 -3.37434 0.34133 -0.6443
C 0.41798 -0.07128 0.61686 -0.0637
N 0.40290 1.01209 -0.15591 -0.3576
C 0.69370 2.29081 0.14481 0.2140
Br 1.60298 2.89305 1.70245 0.2327
H -0.67743 5.13635 -1.37030 0.2556
H 0.16564 4.73999 0.23798 0.2162
H -0.94477 -2.04372 -1.70598 0.2161
H -0.13352 -4.12127 1.52224 0.1943
H 1.55968 -4.34627 0.30054 0.5056
H 1.12944 -0.07836 1.47940 0.2536
```

Results
E_tot   -3176.3843 Eh
HOMO   -12.53 eV
Structure (SMILES)   C=C1N=c2ncc(/N=C\O)c[n+]2=C1Br
Orbital gap   6.74 eV
ΔE to the lowest compared entry with this formula, charge and spin   0.0000 eV
Total charge   +1

=====

Entry from the Open Molecules 2025 dataset: a molecular structure, C4H5NO2 (ωB97M-V/def2-TZVPD).

XYZ file:
```
12
Properties=species:S:1:pos:R:3:nbo_charge:R:1
O 2.70908 0.73146 -0.27861 -0.4782
C 1.68143 0.45746 0.26264 0.4472
C 0.00340 0.36699 -0.77314 0.3325
C 0.52506 -0.84632 -0.18960 -0.4911
N -1.94168 -1.20770 0.56721 -0.3969
C -2.31475 -0.11239 0.60656 0.1251
O -0.60929 1.22525 -0.14984 -0.5929
H 1.36150 0.88693 1.23017 0.1576
H 0.31197 0.50556 -1.82502 0.1536
H 0.93482 -1.61614 -0.84787 0.2407
H 0.22994 -1.21626 0.78777 0.2624
H -2.86402 0.80155 0.65693 0.2400
```

Results
E_tot   -360.5343 Eh
HOMO   -9.87 eV
Orbital gap   9.96 eV
ΔE to the lowest compared entry with this formula, charge and spin   3.6758 eV

=====

Entry from the Open Molecules 2025 dataset: a gas-phase ion, C5H13N2 (charge +1) (ωB97M-V/def2-TZVPD).

XYZ file:
```
20
Properties=species:S:1:pos:R:3:nbo_charge:R:1
C 2.47712 0.22974 1.35290 -0.6361
C 1.42456 -0.17394 0.34542 -0.0252
N 0.49456 -1.16028 1.02970 -0.6835
C 0.55880 0.96082 -0.18937 -0.4607
C -0.59133 0.49149 -1.03446 -0.3152
C -1.83825 0.28816 -0.59020 0.0193
N -2.80280 -0.33362 -1.36743 -0.8438
H 1.97246 0.56186 2.27399 0.2138
H 3.08569 -0.61680 1.69932 0.2319
H 3.09380 1.03448 0.97821 0.2619
H 1.84397 -0.75993 -0.46926 0.2214
H -0.24527 -1.50622 0.41168 0.4591
H 1.00138 -1.88571 1.53301 0.4424
H -0.00441 -0.62634 1.74823 0.4279
H 0.24251 1.54384 0.68599 0.2179
H 1.17525 1.66918 -0.74576 0.2591
H -0.44956 0.38348 -2.10221 0.2302
H -2.11159 0.47034 0.44549 0.1768
H -2.60734 -1.13933 -1.93719 0.3985
H -3.76484 -0.04451 -1.38749 0.4043
```

Results
E_tot   -307.5636 Eh
HOMO   -12.24 eV
Structure (SMILES)   C[C@@H]([NH3+])C/C=C/N
Orbital gap   8.97 eV
ΔE to the lowest compared entry with this formula, charge and spin   1.5780 eV
Total charge   +1

=====

Question: Which of these has the highest E_tot?
Answer: C5H13N2

=====

Repeat the fourth record exactly.
Entry from the Open Molecules 2025 dataset: a gas-phase ion, C8H6BrN4O (charge +1) (ωB97M-V/def2-TZVPD).

XYZ file:
```
20
Properties=species:S:1:pos:R:3:nbo_charge:R:1
C -0.16494 4.40476 -0.69410 -0.1485
C -0.01536 3.09773 -0.90984 0.0008
N -0.55151 2.23077 -1.91793 -0.3488
C -0.37158 1.02854 -1.51494 0.5473
N -0.67595 -0.11494 -2.06680 -0.3752
C -0.70592 -1.09106 -1.28574 0.1676
C -0.28723 -1.13990 0.10432 0.1301
N -0.51587 -2.28359 0.70655 -0.4657
C 0.22563 -3.28532 0.93114 0.4700
O 1.42586 -3.37434 0.34133 -0.6443
C 0.41798 -0.07128 0.61686 -0.0637
N 0.40290 1.01209 -0.15591 -0.3576
C 0.69370 2.29081 0.14481 0.2140
Br 1.60298 2.89305 1.70245 0.2327
H -0.67743 5.13635 -1.37030 0.2556
H 0.16564 4.73999 0.23798 0.2162
H -0.94477 -2.04372 -1.70598 0.2161
H -0.13352 -4.12127 1.52224 0.1943
H 1.55968 -4.34627 0.30054 0.5056
H 1.12944 -0.07836 1.47940 0.2536
```

Results
E_tot   -3176.3843 Eh
HOMO   -12.53 eV
Structure (SMILES)   C=C1N=c2ncc(/N=C\O)c[n+]2=C1Br
Orbital gap   6.74 eV
ΔE to the lowest compared entry with this formula, charge and spin   0.0000 eV
Total charge   +1